Density functional theory data (the ωB97M-V functional and the def2-TZVPD basis) for an isolated molecule of C5H8N2 in a non-equilibrium geometry.

```
15
Properties=species:S:1:pos:R:3:forces:R:3:nbo_charge:R:1
H 1.480315 -0.365796 -0.919723 -0.23 -0.03 -0.13 0.27
H 0.762859 1.989057 -0.638387 0.01 -0.06 0.24 0.19
H -1.400533 0.283553 -0.885849 0.29 -0.04 0.03 0.41
C 0.779474 0.554830 1.154958 -0.10 0.19 0.39 -0.64
C 0.497402 -0.508334 -1.375822 -0.04 -0.06 -0.04 -0.44
N -0.490486 -2.940424 0.923994 0.08 1.15 0.19 -0.31
H -1.428409 0.021711 1.386380 0.18 -0.03 -0.10 0.18
H 0.438049 -0.059127 -2.367361 -0.06 -0.05 0.07 0.21
H 1.010846 0.939168 2.143555 -0.08 0.00 0.00 0.19
H 0.266443 -1.574270 -1.404791 -0.10 0.15 -0.11 0.23
C -0.443747 -1.787068 1.014545 0.05 -1.00 -0.03 0.27
C -0.447984 -0.313561 0.965407 -0.11 -0.23 -0.09 -0.16
N -0.464738 0.192558 -0.477902 -0.09 -0.04 -0.20 -0.35
C 0.155372 1.460612 0.109691 0.06 0.20 -0.26 -0.21
H -0.714865 2.107090 0.371299 0.14 -0.15 0.03 0.15
```
Positions in Å, forces in eV/Å.

Summary:
energy relative to the best compared isomer or geometry (same formula, charge and spin) = 104.62 kcal/mol
orbital gap = 7.2 eV
E_tot = -304.668769 Ha
spin multiplicity = 1